(1)
Density functional theory data (ωB97M-V with the def2-TZVPD basis set) for a structure of composition C57H73IN6O5STi in a non-equilibrium geometry.

Results
orbital gap: 6.510 eV
relative energy (zero: lowest compared OMol25 entry of this formula, charge and spin): 10.5 kcal per mole
net charge: 0
F_max: 0.033 hartree/bohr
LUMO energy: 0.1 eV

Each line ends with the Löwdin charge.
Positions of all 144 atoms, in Å:
1 Ti -0.211 -0.036 -0.253  1.099
2 C 1.819 -3.358 -6.727  -0.051
3 C 2.499 -3.491 -5.357  -0.559
4 C 2.219 -4.897 -4.826  -0.074
5 C 4.017 -3.340 -5.532  -0.051
6 C 1.987 -2.399 -4.414  -0.171
7 C 1.411 -2.702 -3.184  0.044
8 C 0.990 -1.666 -2.358  -0.190
9 N 0.357 -1.717 -1.127  -0.012
10 C -0.205 -2.865 -0.581  -0.231
11 C 0.359 -4.130 -0.471  0.025
12 C -0.356 -5.155 0.145  -0.168
13 C -1.639 -4.873 0.614  0.008
14 C -2.217 -3.601 0.573  -0.098
15 C -1.445 -2.574 0.016  -0.292
16 O -1.756 -1.269 0.016  -0.279
17 C -3.631 -3.333 1.090  -0.512
18 C -3.576 -2.452 2.345  -0.029
19 C -4.368 -4.621 1.457  -0.061
20 C -4.443 -2.622 -0.003  -0.034
21 C 0.224 -6.560 0.323  -0.555
22 C 1.636 -6.678 -0.253  -0.063
23 C -0.668 -7.585 -0.389  -0.046
24 C 0.291 -6.896 1.819  -0.047
25 C 1.045 -0.347 -2.803  -0.287
26 O 0.422 0.522 -1.994  -0.248
27 C 1.648 0.000 -4.011  -0.088
28 C 2.114 -1.059 -4.791  0.009
29 C 1.768 1.461 -4.436  -0.527
30 C 0.370 2.070 -4.625  -0.042
31 C 2.531 1.610 -5.754  -0.071
32 C 2.526 2.251 -3.359  -0.038
33 H 2.162 -4.146 -7.402  0.081
34 H 0.735 -3.438 -6.628  0.090
35 H 2.041 -2.398 -7.193  0.074
36 H 2.585 -5.637 -5.542  0.083
37 H 2.725 -5.079 -3.875  0.079
38 H 1.151 -5.070 -4.681  0.088
39 H 4.406 -4.109 -6.205  0.081
40 H 4.271 -2.365 -5.951  0.076
41 H 4.526 -3.433 -4.570  0.087
42 H 1.288 -3.726 -2.866  0.082
43 H 1.352 -4.295 -0.866  0.102
44 H -2.208 -5.680 1.055  0.094
45 H -3.210 -3.018 3.205  0.065
46 H -2.916 -1.599 2.196  0.063
47 H -4.579 -2.087 2.589  0.076
48 H -3.869 -5.165 2.263  0.074
49 H -5.373 -4.371 1.804  0.085
50 H -4.467 -5.294 0.603  0.092
51 H -4.018 -1.648 -0.241  0.042
52 H -4.456 -3.216 -0.919  0.096
53 H -5.476 -2.484 0.330  0.078
54 H 1.659 -6.461 -1.323  0.082
55 H 2.332 -5.998 0.245  0.075
56 H 2.004 -7.695 -0.110  0.086
57 H -0.725 -7.369 -1.457  0.090
58 H -0.267 -8.594 -0.263  0.083
59 H -1.684 -7.576 0.008  0.076
60 H 0.897 -6.161 2.355  0.079
61 H -0.701 -6.899 2.273  0.076
62 H 0.734 -7.884 1.970  0.084
63 H 2.593 -0.833 -5.734  0.090
64 H -0.221 1.471 -5.322  0.088
65 H -0.165 2.116 -3.678  0.055
66 H 0.455 3.082 -5.030  0.084
67 H 2.001 1.143 -6.587  0.086
68 H 2.643 2.672 -5.985  0.083
69 H 3.529 1.173 -5.693  0.084
70 H 2.048 2.142 -2.385  0.068
71 H 3.558 1.895 -3.284  0.087
72 H 2.554 3.312 -3.621  0.084
73 N 3.496 -0.166 -0.548  0.058
74 C 3.570 1.064 0.219  -0.175
75 C 2.313 1.294 1.049  -0.605
76 O 2.362 1.670 2.212  0.020
77 O 1.208 1.105 0.402  -0.186
78 H 3.537 -0.984 0.046  0.065
79 H 4.249 -0.226 -1.220  0.078
80 H 3.602 1.892 -0.495  0.115
81 H 4.431 1.160 0.891  0.109
82 C -7.817 -0.175 1.742  -0.067
83 C -7.432 1.008 2.618  -0.196
84 N -6.014 0.990 2.965  -0.051
85 C -5.612 0.155 4.090  -0.213
86 C -5.875 0.799 5.443  -0.064
87 C -5.152 1.665 2.165  -0.419
88 O -5.507 2.290 1.176  0.072
89 C -3.688 1.596 2.504  -0.115
90 C -3.102 2.307 3.539  -0.002
91 C -1.727 2.237 3.704  -0.022
92 C -0.988 1.461 2.823  -0.119
93 N -1.552 0.772 1.829  0.045
94 C -2.869 0.850 1.671  -0.084
95 H -8.873 -0.127 1.476  0.076
96 H -7.644 -1.128 2.246  0.065
97 H -7.232 -0.163 0.821  0.077
98 H -8.006 1.017 3.546  0.114
99 H -7.628 1.940 2.094  0.117
100 H -4.557 -0.092 3.988  0.107
101 H -6.154 -0.791 4.012  0.113
102 H -5.357 1.755 5.526  0.065
103 H -5.517 0.149 6.243  0.079
104 H -6.937 0.978 5.611  0.069
105 H -3.706 2.918 4.199  0.119
106 H -1.225 2.788 4.487  0.111
107 H 0.094 1.421 2.885  0.080
108 H -3.280 0.284 0.843  0.115
109 N 0.619 -1.267 1.604  -0.299
110 S 1.294 -1.135 3.021  1.079
111 C 2.949 -1.807 2.911  -0.386
112 C 3.127 -3.095 2.410  -0.069
113 C 4.410 -3.576 2.227  -0.065
114 C 5.504 -2.775 2.551  -0.074
115 C 5.315 -1.499 3.053  -0.069
116 C 4.027 -1.001 3.233  -0.081
117 C 0.597 -2.407 4.070  -0.369
118 C -0.555 -3.049 3.658  -0.065
119 C -1.117 -4.019 4.481  -0.069
120 C -0.534 -4.325 5.698  -0.074
121 C 0.623 -3.664 6.104  -0.074
122 C 1.194 -2.701 5.293  -0.078
123 H 0.691 -2.228 1.273  0.009
124 H 2.268 -3.707 2.154  0.108
125 H 4.562 -4.572 1.832  0.106
126 H 6.507 -3.153 2.403  0.106
127 H 6.167 -0.877 3.292  0.108
128 H 3.860 0.013 3.573  0.108
129 H -1.001 -2.801 2.703  0.082
130 H -2.011 -4.537 4.155  0.099
131 H -0.972 -5.083 6.334  0.105
132 H 1.082 -3.905 7.054  0.106
133 H 2.102 -2.194 5.598  0.114
134 I -2.725 0.092 -2.820  1.123
135 C -2.296 1.773 -1.670  -0.710
136 C -3.006 2.931 -1.980  -0.121
137 C -2.701 4.094 -1.308  -0.040
138 C -1.687 4.085 -0.363  -0.025
139 C -1.043 2.897 -0.098  -0.096
140 N -1.363 1.749 -0.719  -0.061
141 H -3.774 2.894 -2.737  0.091
142 H -3.242 5.005 -1.528  0.116
143 H -1.394 4.978 0.170  0.113
144 H -0.248 2.830 0.629  0.109

(2)
Density functional theory data (ωB97M-V with the def2-TZVPD basis set) for a cluster of 2 separate species, C8H12FI in total in a non-equilibrium geometry.

Results
structure (SMILES): C/C=C(\F)I.CC1=CCC1
orbital gap: 9.411 eV
relative energy (zero: lowest compared OMol25 entry of this formula, charge and spin): 11.9 kcal per mole
net charge: 0
F_max: 0.134 hartree/bohr
LUMO energy: 0.3 eV

Each line ends with the natural charge from an NBO analysis.
Positions of all 22 atoms, in Å:
1 C -1.833 -0.120 2.295  -0.648
2 C -1.018 0.999 1.925  -0.300
3 C 0.304 0.763 -2.658  -0.417
4 C -0.449 -0.473 -2.048  -0.413
5 C 1.414 0.349 -1.771  -0.199
6 C 0.828 -0.623 -1.218  0.012
7 C 1.087 -1.585 -0.115  -0.663
8 C 0.279 1.225 2.199  0.262
9 F 0.985 0.394 2.979  -0.343
10 I 1.383 3.011 1.722  0.127
11 H -2.054 -0.629 1.341  0.232
12 H -2.638 0.035 2.973  0.237
13 H -1.531 1.760 1.301  0.222
14 H 0.440 0.774 -3.819  0.192
15 H -0.158 1.709 -2.613  0.210
16 H -1.422 -0.392 -1.586  0.200
17 H -0.449 -1.376 -2.742  0.201
18 H 2.495 0.725 -1.727  0.198
19 H -1.091 -0.880 2.842  0.215
20 H 0.254 -2.320 0.067  0.219
21 H 1.120 -1.042 0.854  0.233
22 H 2.055 -2.305 -0.200  0.227

(3)
Density functional theory data (ωB97M-V with the def2-TZVPD basis set) for a structure of composition C20H21OOsPSSe2Te2.

Results
multiplicity: 5
orbital gap (spin up / spin down): 6.682 / 6.050 eV
relative energy (zero: lowest compared OMol25 entry of this formula, charge and spin): 0.0 kcal per mole
net charge: +2
F_max: 0.014 hartree/bohr
LUMO energy (spin up / spin down): -7.5 / -8.5 eV

Each line ends with the natural charge from an NBO analysis.
Positions of all 49 atoms, in Å:
1 Os -2.012 -0.442 0.382  0.403
2 Se -2.144 -2.314 1.954  -0.105
3 Te -3.340 -2.935 -0.156  0.435
4 Te -4.640 -0.426 -0.396  0.472
5 Se -2.885 1.262 -1.133  -0.065
6 C 0.485 0.008 2.879  -0.952
7 P -0.685 0.938 1.863  1.095
8 C 0.307 2.149 0.966  -0.965
9 C -1.819 1.808 2.953  -0.331
10 C -1.966 3.192 2.886  -0.212
11 C -2.853 3.832 3.738  -0.187
12 C -3.593 3.097 4.653  -0.157
13 C -3.452 1.716 4.719  -0.179
14 C -2.572 1.070 3.869  -0.222
15 H -0.044 -0.701 3.514  0.260
16 H 1.033 0.706 3.514  0.272
17 H 1.182 -0.531 2.237  0.261
18 H 0.834 2.776 1.688  0.274
19 H -0.316 2.775 0.329  0.262
20 H 1.041 1.626 0.351  0.271
21 H -1.391 3.783 2.185  0.222
22 H -2.959 4.907 3.692  0.241
23 H -4.280 3.600 5.319  0.242
24 H -4.026 1.144 5.435  0.239
25 H -2.473 -0.008 3.931  0.215
26 O -0.665 -1.337 -1.059  -1.015
27 S 0.034 -0.698 -2.294  1.244
28 C 0.520 -2.091 -3.273  -0.201
29 C 0.801 -3.324 -2.698  -0.226
30 C 1.206 -4.356 -3.524  -0.187
31 C 1.333 -4.148 -4.895  -0.155
32 C 1.045 -2.911 -5.451  -0.187
33 C 0.625 -1.869 -4.638  -0.218
34 C 1.574 -0.112 -1.630  -0.209
35 C 2.094 1.050 -2.182  -0.231
36 C 3.292 1.547 -1.685  -0.182
37 C 3.937 0.890 -0.647  -0.169
38 C 3.399 -0.273 -0.102  -0.201
39 C 2.211 -0.786 -0.595  -0.241
40 H 0.693 -3.472 -1.631  0.230
41 H 1.428 -5.327 -3.103  0.239
42 H 1.653 -4.961 -5.531  0.242
43 H 1.135 -2.758 -6.518  0.243
44 H 0.381 -0.903 -5.064  0.234
45 H 1.577 1.560 -2.985  0.239
46 H 3.718 2.447 -2.109  0.244
47 H 4.870 1.280 -0.263  0.244
48 H 3.920 -0.785 0.696  0.240
49 H 1.785 -1.696 -0.191  0.235

(4)
Density functional theory data (ωB97M-V with the def2-TZVPD basis set) for a cluster of 2 separate species, C5H13NO in total in a non-equilibrium geometry.

Results
structure (SMILES): CC(N)=O.CCC
orbital gap: 10.533 eV
relative energy (zero: lowest compared OMol25 entry of this formula, charge and spin): 9.4 kcal per mole
net charge: 0
F_max: 0.025 hartree/bohr
LUMO energy: 0.8 eV

Each line ends with the natural charge from an NBO analysis.
Positions of all 20 atoms, in Å:
1 C -0.978 0.429 0.919  -0.401
2 C -1.967 1.595 0.892  -0.618
3 C -0.426 0.154 2.333  -0.604
4 H -0.116 0.573 0.284  0.191
5 H -1.458 -0.504 0.609  0.192
6 H -1.897 2.165 1.817  0.209
7 H -1.914 2.163 -0.037  0.216
8 H 0.313 0.923 2.568  0.205
9 H -2.988 1.206 0.880  0.208
10 H -0.073 -0.861 2.496  0.206
11 H -1.217 0.316 3.068  0.199
12 C 0.430 -0.826 -2.210  -0.727
13 C 1.912 -0.581 -1.991  0.672
14 O 2.602 -0.062 -2.844  -0.603
15 N 2.425 -1.147 -0.857  -0.837
16 H 0.075 -0.255 -3.066  0.239
17 H -0.163 -0.489 -1.360  0.224
18 H 3.391 -1.417 -0.838  0.409
19 H 1.743 -1.509 -0.215  0.389
20 H 0.304 -1.873 -2.448  0.231

What did the second record say?
Density functional theory data (ωB97M-V with the def2-TZVPD basis set) for a cluster of 2 separate species, C8H12FI in total in a non-equilibrium geometry.

Results
structure (SMILES): C/C=C(\F)I.CC1=CCC1
orbital gap: 9.411 eV
relative energy (zero: lowest compared OMol25 entry of this formula, charge and spin): 11.9 kcal per mole
net charge: 0
F_max: 0.134 hartree/bohr
LUMO energy: 0.3 eV

Each line ends with the natural charge from an NBO analysis.
Positions of all 22 atoms, in Å:
1 C -1.833 -0.120 2.295  -0.648
2 C -1.018 0.999 1.925  -0.300
3 C 0.304 0.763 -2.658  -0.417
4 C -0.449 -0.473 -2.048  -0.413
5 C 1.414 0.349 -1.771  -0.199
6 C 0.828 -0.623 -1.218  0.012
7 C 1.087 -1.585 -0.115  -0.663
8 C 0.279 1.225 2.199  0.262
9 F 0.985 0.394 2.979  -0.343
10 I 1.383 3.011 1.722  0.127
11 H -2.054 -0.629 1.341  0.232
12 H -2.638 0.035 2.973  0.237
13 H -1.531 1.760 1.301  0.222
14 H 0.440 0.774 -3.819  0.192
15 H -0.158 1.709 -2.613  0.210
16 H -1.422 -0.392 -1.586  0.200
17 H -0.449 -1.376 -2.742  0.201
18 H 2.495 0.725 -1.727  0.198
19 H -1.091 -0.880 2.842  0.215
20 H 0.254 -2.320 0.067  0.219
21 H 1.120 -1.042 0.854  0.233
22 H 2.055 -2.305 -0.200  0.227

- What is the formula in the fourth record?
  C5H13NO

- Number 3 is which compound?
  C20H21OOsPSSe2Te2

Repeat the third record exactly.
Density functional theory data (ωB97M-V with the def2-TZVPD basis set) for a structure of composition C20H21OOsPSSe2Te2.

Results
multiplicity: 5
orbital gap (spin up / spin down): 6.682 / 6.050 eV
relative energy (zero: lowest compared OMol25 entry of this formula, charge and spin): 0.0 kcal per mole
net charge: +2
F_max: 0.014 hartree/bohr
LUMO energy (spin up / spin down): -7.5 / -8.5 eV

Each line ends with the natural charge from an NBO analysis.
Positions of all 49 atoms, in Å:
1 Os -2.012 -0.442 0.382  0.403
2 Se -2.144 -2.314 1.954  -0.105
3 Te -3.340 -2.935 -0.156  0.435
4 Te -4.640 -0.426 -0.396  0.472
5 Se -2.885 1.262 -1.133  -0.065
6 C 0.485 0.008 2.879  -0.952
7 P -0.685 0.938 1.863  1.095
8 C 0.307 2.149 0.966  -0.965
9 C -1.819 1.808 2.953  -0.331
10 C -1.966 3.192 2.886  -0.212
11 C -2.853 3.832 3.738  -0.187
12 C -3.593 3.097 4.653  -0.157
13 C -3.452 1.716 4.719  -0.179
14 C -2.572 1.070 3.869  -0.222
15 H -0.044 -0.701 3.514  0.260
16 H 1.033 0.706 3.514  0.272
17 H 1.182 -0.531 2.237  0.261
18 H 0.834 2.776 1.688  0.274
19 H -0.316 2.775 0.329  0.262
20 H 1.041 1.626 0.351  0.271
21 H -1.391 3.783 2.185  0.222
22 H -2.959 4.907 3.692  0.241
23 H -4.280 3.600 5.319  0.242
24 H -4.026 1.144 5.435  0.239
25 H -2.473 -0.008 3.931  0.215
26 O -0.665 -1.337 -1.059  -1.015
27 S 0.034 -0.698 -2.294  1.244
28 C 0.520 -2.091 -3.273  -0.201
29 C 0.801 -3.324 -2.698  -0.226
30 C 1.206 -4.356 -3.524  -0.187
31 C 1.333 -4.148 -4.895  -0.155
32 C 1.045 -2.911 -5.451  -0.187
33 C 0.625 -1.869 -4.638  -0.218
34 C 1.574 -0.112 -1.630  -0.209
35 C 2.094 1.050 -2.182  -0.231
36 C 3.292 1.547 -1.685  -0.182
37 C 3.937 0.890 -0.647  -0.169
38 C 3.399 -0.273 -0.102  -0.201
39 C 2.211 -0.786 -0.595  -0.241
40 H 0.693 -3.472 -1.631  0.230
41 H 1.428 -5.327 -3.103  0.239
42 H 1.653 -4.961 -5.531  0.242
43 H 1.135 -2.758 -6.518  0.243
44 H 0.381 -0.903 -5.064  0.234
45 H 1.577 1.560 -2.985  0.239
46 H 3.718 2.447 -2.109  0.244
47 H 4.870 1.280 -0.263  0.244
48 H 3.920 -0.785 0.696  0.240
49 H 1.785 -1.696 -0.191  0.235